Record 1
30
Properties=species:S:1:pos:R:3:forces:R:3:lowdin_charge:R:1 method="wB97M-V/def2-TZVPD" s_squared=0.764 total_charge=+1 lumo_energy_ha="-0.23113 / -0.23252" e_homo_ev="-12.19 / -11.97" spin_multiplicity=2
C 0.51690 2.30254 1.58382 -0.70 0.44 0.11 -0.114
C -0.66629 2.14445 0.44045 -1.08 0.50 0.78 -0.374
C -2.08840 2.53767 1.22794 0.59 -0.77 0.19 -0.118
C -0.85730 0.61547 -0.12657 -0.22 1.01 -0.45 -0.182
C 0.34199 0.09487 -1.12267 -0.63 1.25 -0.24 -0.276
C 1.78832 -0.15350 -0.39216 0.61 -1.45 0.72 -0.122
C -0.24906 -1.19446 -1.94943 0.52 0.49 -1.71 -0.272
O 0.52039 -2.43847 -1.79673 -1.85 1.74 0.57 -0.524
P 0.14715 -3.27647 -0.31640 2.48 0.77 1.58 0.118
I -1.92787 -4.28161 -1.22374 -1.17 -0.87 -0.58 0.617
H 0.27556 1.52316 2.45380 0.76 1.69 -1.86 0.107
H 0.48439 3.40656 2.03452 0.03 -2.51 -0.94 0.102
H 1.60530 2.17077 1.15746 -1.92 0.08 0.77 0.025
H -0.57531 2.95829 -0.42558 0.20 -1.99 1.73 0.149
H -1.94202 3.53739 1.86349 -0.51 -2.29 -1.50 0.097
H -2.32723 1.61489 1.94613 0.42 2.19 -1.33 0.093
H -2.97877 2.61419 0.46752 1.81 0.05 1.50 0.088
H -1.84763 0.63506 -0.79253 2.17 -0.05 1.39 0.139
H -1.09924 -0.10837 0.76887 0.76 1.30 -1.69 0.119
H 0.51664 0.97548 -1.90949 -0.39 -1.96 1.70 0.156
H 2.47752 -0.95150 -0.91988 -1.68 1.50 0.73 0.106
H 1.58995 -0.57121 0.70360 0.41 0.92 -1.99 0.094
H 2.43664 0.84869 -0.36353 -1.24 -1.02 -0.28 0.051
H -1.40160 -1.29883 -1.72490 2.30 -0.09 -0.15 0.088
H -0.18048 -0.90443 -3.10531 -0.12 -0.80 2.53 0.151
H -0.54350 -2.15582 0.26914 -0.03 -0.03 -0.49 -0.023
H -0.03154 -4.01943 0.91531 -0.32 0.18 -0.31 -0.074
H 0.85383 -4.44123 -0.85451 -0.35 0.11 -0.60 0.023
H 1.44703 -2.85318 0.22221 -0.14 -0.30 0.05 0.018
Cu 3.71461 0.66906 0.96918 -0.70 -0.13 -0.22 0.738



Record 2
33
Properties=species:S:1:pos:R:3:forces:R:3:lowdin_charge:R:1 method="wB97M-V/def2-TZVPD" e_above_lowest_kj_mol=0.0 lumo_energy_ha=-0.01012 e_homo_ev=-8.57
K -0.24311 0.10021 0.49268 -0.36 0.51 -0.39 0.876
O -3.19823 2.14561 -2.62885 0.13 -0.04 0.38 0.069
C -2.12577 2.32469 -1.77750 0.98 -0.03 -0.57 -0.780
O -1.23524 1.42284 -1.79990 -0.52 -0.56 0.25 -0.119
O -2.08766 3.37795 -1.13317 -0.46 0.12 0.20 0.007
H -3.03129 1.27713 -3.00885 -0.06 0.00 -0.19 0.085
C -0.31676 -3.13628 1.74528 -0.08 -0.33 -0.14 -0.083
C 0.99789 -2.76759 2.37010 0.44 0.43 -0.01 -0.288
O 1.09362 -1.32127 2.40667 -0.05 -0.28 -0.13 -0.167
H -0.40900 -4.22358 1.70550 -0.01 0.02 0.07 0.090
H -0.37508 -2.79409 0.71052 -0.08 0.09 0.07 0.037
H -1.16272 -2.75705 2.31860 0.03 0.09 0.00 0.089
H 1.83208 -3.15255 1.77393 -0.09 -0.07 0.00 0.113
H 1.10089 -3.16820 3.38126 -0.10 0.04 0.01 0.116
H 1.99330 -1.07259 2.63860 -0.02 -0.05 0.12 0.089
C 1.32935 -2.62881 -1.68696 0.27 -0.04 0.50 -0.084
C 0.24268 -1.90478 -2.41080 -0.80 0.10 -0.51 -0.306
O -0.90932 -1.85608 -1.54874 0.22 0.07 -0.09 -0.143
H 0.95230 -3.57973 -1.30692 0.04 -0.07 -0.15 0.084
H 1.67663 -2.06409 -0.81346 0.06 0.02 -0.12 0.066
H 2.17873 -2.81239 -2.34021 0.08 -0.01 0.00 0.084
H -0.02667 -2.44158 -3.32990 0.07 -0.05 0.12 0.119
H 0.50496 -0.88955 -2.72409 0.18 0.01 0.19 0.118
H -1.60020 -1.39529 -2.03865 -0.01 0.18 0.16 0.084
C 1.16624 3.90829 0.67793 -0.20 0.14 -0.07 -0.083
C -0.06835 3.73776 1.54952 -0.46 -0.41 -0.39 -0.311
O -0.91661 2.68390 1.08573 0.51 -0.13 0.25 -0.211
H 0.86143 4.05146 -0.36046 -0.01 -0.02 0.02 0.079
H 1.81720 3.03240 0.71916 0.05 0.02 0.07 0.063
H 1.72184 4.79701 0.98653 0.12 -0.11 0.02 0.072
H -0.64120 4.66996 1.56106 0.07 0.04 0.09 0.115
H 0.19982 3.47962 2.57537 0.04 0.12 0.04 0.104
H -1.32177 2.95664 0.21002 0.04 0.20 0.14 0.017



Record 3
28
Properties=species:S:1:pos:R:3:forces:R:3:lowdin_charge:R:1 method="wB97M-V/def2-TZVPD" total_charge=+1 e_above_lowest_kj_mol=0.0 lumo_energy_ha=-0.13786 e_homo_ev=-13.30
C 2.31339 -0.47429 -1.43319 -0.14 0.05 0.21 -0.037
C 2.96340 1.37450 0.16717 -0.19 -0.09 -0.06 -0.019
C 2.91394 -1.00474 0.95812 -0.15 0.02 -0.07 -0.019
C -3.56934 -1.20545 -0.04737 -0.03 -0.15 0.01 -0.122
C -3.69905 1.20878 -0.12314 -0.12 0.09 -0.08 -0.119
C 0.87995 0.20516 0.51516 -0.76 0.04 0.29 -0.029
C 2.25022 0.01551 0.00967 0.45 -0.04 -0.20 -0.586
N -0.22270 -0.01674 -0.10114 -0.08 -0.13 -0.28 0.247
N -3.05346 0.05294 0.49382 0.45 -0.02 0.38 -0.232
H 3.35156 -0.61897 -1.71622 0.08 -0.01 -0.04 0.101
H 1.80742 -1.43186 -1.54824 -0.03 -0.11 -0.07 0.094
H 1.88385 0.25002 -2.12138 -0.07 0.08 -0.13 0.095
H 4.00044 1.26237 -0.13523 0.09 -0.02 -0.03 0.102
H 2.94335 1.71388 1.19938 0.03 0.05 0.12 0.093
H 2.49922 2.13291 -0.45793 0.00 0.11 -0.08 0.096
H 3.95587 -1.12198 0.67290 0.08 0.03 -0.03 0.102
H 2.43086 -1.97570 0.88709 -0.03 -0.13 0.02 0.096
H 2.87747 -0.66770 1.99107 0.03 0.01 0.12 0.094
H -3.36680 -1.23818 -1.12163 -0.02 -0.07 0.10 0.084
H -3.06433 -2.04130 0.44282 -0.10 0.02 -0.13 0.083
H -4.65311 -1.30999 0.09706 0.16 0.01 -0.04 0.089
H -3.35373 2.12086 0.35475 0.03 0.10 -0.01 0.082
H -3.43396 1.24026 -1.18036 -0.02 0.06 -0.01 0.083
H -4.79085 1.16608 -0.04609 0.05 0.00 -0.02 0.088
H 0.79932 0.56302 1.53973 -0.12 0.01 0.00 0.164
H -0.18254 -0.35723 -1.06141 0.14 0.06 0.13 0.138
H -1.23072 0.08548 0.27073 0.22 0.04 0.05 0.116
H -3.24966 0.07236 1.49383 0.04 0.00 -0.19 0.117



Record 4
30
Properties=species:S:1:pos:R:3:forces:R:3:lowdin_charge:R:1 method="wB97M-V/def2-TZVPD" e_above_lowest_kj_mol=33.6 lumo_energy_ha="0.02027 / 0.01595" e_homo_ev="-6.61 / -6.81"
C -2.02785 -1.13505 -0.56010 -1.26 3.92 -1.00 -0.030
C -1.96924 1.15578 -2.00204 -0.37 -2.50 0.63 -0.026
C -0.22877 -0.58859 -2.16845 1.02 0.18 0.23 -0.091
C 2.84615 -1.12103 0.35430 0.01 -1.87 -0.45 -0.138
C 0.02732 -0.90736 2.72505 3.25 0.35 -0.73 -0.129
C -0.43664 0.64552 -0.07880 -1.45 0.11 0.96 -0.438
C -1.21332 0.00416 -1.19234 1.62 1.39 -1.08 -0.617
N 0.54515 2.92055 0.92322 -0.58 -0.55 -1.27 -0.297
N 2.02251 -0.75807 1.46002 0.35 -0.30 1.62 -0.208
N 0.79944 -1.30151 1.55666 -0.14 -0.11 -1.01 -0.050
S 0.99474 1.58091 -0.12523 -0.56 0.37 0.83 0.874
H -2.73446 -0.66549 0.10177 -0.36 0.14 0.73 0.083
H -1.37391 -1.69408 -0.02553 1.75 -2.26 1.41 0.039
H -2.63433 -1.58384 -1.28110 -0.58 -1.35 -1.25 0.069
H -2.85242 0.70763 -2.51624 1.18 0.23 -0.82 0.095
H -2.49140 1.80445 -1.37931 -0.61 1.34 1.75 0.040
H -1.20764 1.74549 -2.50112 -0.36 -0.21 -0.73 0.074
H 0.59169 -1.11525 -1.73886 0.56 -0.41 1.08 0.059
H -0.70162 -1.33135 -2.68050 -1.53 -2.10 -1.90 0.050
H 0.26373 0.00647 -2.91096 -0.15 1.12 -0.29 0.081
H 3.28114 -2.19185 0.26422 -1.24 1.43 0.43 0.115
H 2.24881 -0.83529 -0.46793 -0.63 -0.59 -1.60 0.008
H 3.67294 -0.48496 0.21238 1.16 1.04 0.63 0.058
H -0.95547 -1.21927 2.80038 -1.86 -0.84 -0.59 0.053
H 0.56597 -1.25912 3.55900 0.54 -0.91 1.55 0.057
H 0.11396 0.12938 2.85370 -0.40 1.99 0.05 0.048
H -1.19244 0.79127 0.70803 1.15 0.52 0.44 0.080
H 1.12708 3.20367 1.69268 0.60 -0.42 -0.08 0.014
H 0.41090 3.67107 0.26880 -0.12 0.61 0.29 -0.004
H 2.50798 -0.17422 2.14829 -0.99 -0.34 0.17 0.134



Record 5
28
Properties=species:S:1:pos:R:3:forces:R:3:lowdin_charge:R:1 method="wB97M-V/def2-TZVPD" e_above_lowest_kj_mol=282.0 lumo_energy_ha=0.02640 e_homo_ev=-8.51
C -0.21098 0.64214 -1.29094 1.11 0.92 -1.02 -0.436
C -0.19217 -0.87968 1.81978 1.58 1.66 -0.11 -0.348
C -0.03819 -0.54409 -2.21814 0.41 -0.23 0.45 -0.029
C 0.11952 1.97449 -1.93644 1.08 -0.12 0.36 -0.047
C 0.13339 -2.30372 1.39679 0.30 0.35 -0.20 -0.122
C -1.66828 -0.65966 2.09324 -0.18 -0.07 -0.07 -0.156
N -1.48087 0.65873 -0.71465 0.93 -0.13 0.99 0.110
H 0.36475 -0.65386 2.73840 -0.20 -0.32 0.34 0.092
H -1.66874 1.45916 -0.12645 -0.37 -0.09 -0.39 0.104
H -2.24007 0.28652 -1.27272 0.32 -0.13 0.46 0.116
H -0.40005 -1.47080 -1.76204 -0.03 0.22 0.09 0.076
H 1.03332 -0.68533 -2.39092 -0.34 0.13 -0.26 0.092
H -0.59279 -0.38828 -3.15101 0.19 0.11 0.10 0.091
H 1.18343 1.96164 -2.19033 -0.19 0.23 -0.21 0.085
H -0.48434 2.14271 -2.83553 -0.01 -0.11 0.22 0.089
H -0.04472 2.79392 -1.22998 -0.05 -0.06 -0.09 0.084
H 1.21516 -2.41191 1.27077 -0.11 -0.06 -0.09 0.068
H -0.17865 -3.03594 2.14966 -0.15 0.04 -0.18 0.069
H -0.33944 -2.51499 0.43067 0.01 -0.22 0.17 0.058
H -2.29004 -0.94990 1.23929 0.12 0.17 0.02 0.052
H -1.87678 0.38498 2.34315 -0.08 -0.08 -0.04 0.061
H -2.01197 -1.27883 2.93008 0.11 0.08 0.03 0.066
C 2.28565 1.15347 0.33341 -0.50 0.50 -0.34 -0.184
O 1.31674 0.37495 -0.31387 -1.90 -1.07 -1.29 -0.311
H 0.35669 -0.08794 1.12274 -1.94 -2.06 1.10 0.092
H 1.90612 2.11742 0.69601 0.12 0.08 -0.05 0.077
H 2.66347 0.60108 1.20750 -0.21 0.02 -0.08 0.080
H 3.13981 1.31370 -0.33847 -0.05 0.24 0.09 0.074



Record 6
29
Properties=species:S:1:pos:R:3:forces:R:3:lowdin_charge:R:1 method="wB97M-V/def2-TZVPD" e_above_lowest_kj_mol=127.6 lumo_energy_ha="-0.01185 / 0.00051" e_homo_ev="-8.92 / -6.28"
C -1.23221 -0.96538 -1.87169 1.00 -1.19 -0.69 -0.264
C -3.09152 -2.77832 -1.54687 -1.23 4.77 3.18 -0.093
C 2.21211 1.53223 2.06800 -2.14 -1.23 0.57 -0.275
C -0.67054 0.10389 2.40383 0.58 2.36 -1.12 -0.267
C 2.73894 -1.06998 -1.38203 0.46 0.83 2.58 -0.265
C 0.00805 2.98021 -1.80183 1.64 -0.89 -1.95 0.083
C -1.90638 -1.96385 -0.97574 1.02 -0.95 1.66 -0.238
N -0.00065 -0.66477 -1.79604 -1.12 0.68 0.72 -0.129
Si 1.19132 -0.09476 1.80294 -0.56 -0.17 0.67 0.454
Si 1.12458 -0.40297 -0.56466 1.76 -0.55 -0.84 0.589
H -1.70305 -0.66426 -2.79959 -0.71 0.02 -0.18 0.106
H -3.11627 -3.66381 -1.02616 -0.59 -2.00 1.26 0.037
H -3.16791 -2.96395 -2.53310 0.57 -0.48 -3.54 0.024
H -3.99847 -2.09904 -1.32780 0.86 -1.53 -0.19 0.108
H 1.68733 2.25733 1.42839 0.72 0.22 0.43 0.010
H 2.18518 1.73760 3.16057 -0.09 0.25 -0.77 0.032
H 3.20798 1.27870 1.79810 0.93 0.26 -0.52 -0.006
H -0.84179 -0.17629 3.43419 -0.03 -0.17 0.15 0.001
H -0.83826 1.25403 2.32498 0.26 -1.71 0.35 0.050
H -1.46067 -0.27859 1.73644 0.53 -0.29 0.34 -0.016
H 3.00164 -2.08207 -1.57617 -0.86 -1.22 -0.55 0.003
H 3.10363 -0.46997 -2.17536 0.05 0.67 -0.97 -0.004
H 3.48262 -0.93059 -0.57616 0.04 0.48 0.00 0.002
H 1.05313 3.11773 -2.08433 -0.31 0.46 -0.48 -0.010
H -0.46191 2.15675 -2.30168 -0.51 0.02 -0.52 -0.039
H -0.03122 2.90121 -0.78960 -0.75 0.30 3.04 -0.089
H -1.11722 -2.74845 -0.60729 -0.98 1.64 -0.75 0.135
H -2.18036 -1.41230 -0.00578 -0.02 -0.87 -1.28 0.108
H 1.95203 -1.11007 2.67618 -0.54 0.26 -0.59 -0.047



Record 7
36
Properties=species:S:1:pos:R:3:forces:R:3:lowdin_charge:R:1 method="wB97M-V/def2-TZVPD" total_charge=+2 e_above_lowest_kj_mol=48.7 lumo_energy_ha=-0.49013 e_homo_ev=-16.38
Tl 0.95142 -0.21525 0.99397 -0.89 0.38 -0.67 1.353
O 4.99545 -1.25316 -1.02042 -0.77 -1.40 1.29 0.232
C 4.61063 -1.96450 0.04029 1.29 2.38 -1.71 -0.696
O 5.37505 -2.80383 0.52841 -1.41 -0.18 0.69 0.338
O 3.53796 -1.65885 0.59475 -1.28 -0.90 1.64 0.161
H 5.72360 -1.85218 -1.20086 1.61 0.31 -1.76 0.146
C 0.71028 -1.00194 -2.89502 -1.59 1.96 -0.92 -0.191
C -0.33897 0.12324 -2.62721 -0.65 -0.12 0.12 -0.180
O 0.07723 1.01664 -1.62991 0.63 0.44 0.45 -0.079
O 1.11683 -1.50270 -1.68204 0.44 -0.94 1.03 -0.096
H 1.59876 -0.57961 -3.36441 -0.07 0.37 -0.46 0.145
H 0.21314 -1.69765 -3.57100 0.24 -0.42 0.14 0.145
H -1.28795 -0.19590 -2.19629 0.19 -1.17 -0.23 0.117
H -0.63722 0.64949 -3.53397 0.55 -0.01 -0.30 0.146
H 0.57822 1.71581 -2.05624 0.39 0.40 0.19 0.121
H 1.49609 -2.35134 -1.92200 0.14 -0.62 0.66 0.121
C -2.47341 -1.76944 2.28118 1.51 -0.54 1.03 -0.173
C -2.35234 -2.17147 0.83900 -1.59 0.35 -1.08 -0.203
O -2.02987 -1.06838 -0.00421 1.01 -0.03 -0.16 -0.092
O -1.19839 -1.21053 2.68855 0.32 0.07 -0.55 -0.161
H -2.61374 -2.67474 2.87178 -0.20 -0.18 -0.02 0.138
H -3.27043 -1.08242 2.56553 -0.15 0.12 -0.64 0.136
H -3.32044 -2.56632 0.53078 -0.30 -0.01 0.11 0.138
H -1.68783 -2.98493 0.54779 0.53 0.23 0.77 0.139
H -2.77919 -0.48868 -0.15932 -0.25 -0.05 0.18 0.104
H -1.21792 -0.92732 3.60562 -0.11 -0.01 0.20 0.105
C -1.34655 2.85070 0.72053 0.77 0.92 -0.69 -0.204
C -0.01151 3.67097 1.03487 -1.41 -1.37 0.18 -0.151
O 1.22000 2.94861 0.79761 -1.09 -0.37 -0.36 -0.118
O -1.38664 1.55580 1.25161 0.78 -0.89 0.68 -0.146
H -1.54763 2.70606 -0.34096 0.45 0.58 -0.34 0.113
H -2.20451 3.37974 1.13541 0.34 0.65 -0.02 0.135
H -0.06408 3.88099 2.10315 0.05 0.43 -0.06 0.126
H -0.04962 4.56221 0.40851 0.01 0.11 0.18 0.132
H 1.90517 3.53798 1.12128 0.39 -0.08 0.08 0.101
H -2.29157 1.42291 1.54323 0.12 -0.41 0.35 0.099



Record 8
37
Properties=species:S:1:pos:R:3:forces:R:3:lowdin_charge:R:1 method="wB97M-V/def2-TZVPD" total_charge=-1 lumo_energy_ha=0.11444 e_homo_ev=-4.53
C -2.79625 -3.91008 -0.90362 0.08 0.06 0.17 -0.123
C -1.72774 -2.82515 -0.98900 0.05 -0.17 -0.05 -0.312
N -0.77107 -2.93551 0.11182 -0.30 0.09 -0.06 0.038
B -0.14525 -1.63508 0.52599 0.33 -0.13 0.10 -0.796
O 0.56672 -0.93327 -0.60141 0.06 -0.07 0.19 -0.056
C 0.86579 0.28281 0.00113 0.24 0.18 0.25 -0.486
P 1.41532 1.48291 -1.30012 -0.21 -0.11 -0.32 0.958
C 2.14048 2.84738 -0.28340 0.12 0.05 0.12 -0.285
C 2.93524 0.58247 -1.85829 0.05 -0.08 0.13 -0.284
C -0.43987 0.67225 0.79894 -0.38 -0.48 -0.10 -0.324
C -0.20816 1.22593 2.22168 -0.07 0.08 0.07 -0.120
O 1.11484 1.63344 2.55555 0.20 -0.27 0.02 -0.172
O 1.85227 0.47946 3.02676 -0.19 0.19 0.10 -0.050
B -1.37087 1.56570 -0.14150 -0.10 0.15 0.19 -0.632
N -1.51691 2.98025 0.07387 0.31 -0.25 -0.57 0.188
O -2.10432 0.99233 -1.17783 0.17 0.54 -0.22 0.108
O -1.10925 -0.58107 0.96195 0.13 0.03 -0.09 -0.015
H -3.50132 -3.85852 -1.73835 0.06 -0.04 0.02 0.057
H -2.32284 -4.89759 -0.88484 -0.08 0.04 -0.07 0.062
H -3.36639 -3.80146 0.02665 0.00 0.00 -0.08 0.064
H -2.20667 -1.83623 -1.01929 0.01 -0.06 -0.02 0.101
H -1.18000 -2.96221 -1.93108 -0.07 0.16 0.01 0.104
H -1.25135 -3.32940 0.91459 0.10 -0.03 0.00 0.078
H 0.71072 -1.83804 1.45904 -0.17 0.07 -0.08 0.121
H 1.70462 0.14977 0.70853 -0.02 0.18 -0.22 0.105
H 1.53623 3.75285 -0.38188 0.05 -0.05 0.04 0.014
H 2.22041 2.58518 0.77591 -0.02 -0.02 -0.13 0.031
H 3.14141 3.07110 -0.66004 -0.07 0.07 -0.01 0.021
H 2.94992 0.49985 -2.94600 0.06 0.04 0.07 0.017
H 3.84289 1.08489 -1.51517 -0.03 -0.02 -0.07 0.022
H 2.91338 -0.42612 -1.43980 -0.04 0.03 -0.06 0.036
H -0.51238 0.43567 2.91402 -0.03 0.09 -0.02 0.138
H -0.83514 2.10241 2.41779 0.15 0.04 -0.02 0.122
H 1.51319 -0.25649 2.47915 0.04 -0.03 -0.06 0.044
H -1.85935 3.45262 -0.75348 -0.12 0.09 0.14 0.075
H -0.69611 3.45509 0.42416 -0.21 0.04 0.36 0.059
H -1.50219 0.69188 -1.87243 -0.12 -0.40 0.27 0.091



Number 1: E -2632.29072 hartree. Number 2: E -1329.55443 hartree. Number 3: E -387.38466 hartree. Number 4: E -840.35063 hartree. Number 5: E -407.99779 hartree. Number 6: E -911.66102 hartree. Number 7: E -1126.90690 hartree. Number 8: E -1155.59565 hartree.